A cluster of 2 separate species, C3H7N2O in total at a distorted geometry. Source: the OMol25 dataset; level of theory: ωB97M-V/def2-TZVPD.

Geometry (Å):
C 1.5691 -1.4702 0.7733
C 0.7151 -0.3053 0.7609
N -0.2796 -0.6042 -0.0783
C -0.1038 -1.8399 -0.5896
N 1.0138 -2.3565 -0.0570
H 2.5179 -1.5847 1.2898
H 0.8509 0.6007 1.3347
H -1.0286 0.0441 -0.3315
H -0.7592 -2.2310 -1.3762
H 1.3817 -3.3139 -0.1965
H -1.2793 3.9987 -0.3541
H -2.4586 4.9462 -0.3966
O -2.1394 4.1161 -0.7789

Computed properties:
LUMO (alpha / beta)   -10.45 / -14.68 eV
Relative energy (zero: lowest compared OMol25 entry of this formula, charge and spin)   20.7 kcal/mol
<S²>   0.7627
Total charge   +2
Maximum force   1.1 eV/A
Spin multiplicity   2